Entry 1:
A molecular structure, C40H52BrN9O5PTl. Source: the OMol25 dataset; level of theory: ωB97M-V/def2-TZVPD.

Cartesian coordinates (Å):
Tl: -1.30 -0.87 0.98
C: -5.21 -0.77 -0.46
C: -4.34 -1.76 0.28
C: -3.58 -2.70 -0.43
C: -3.73 -2.79 -1.93
C: -2.76 -3.60 0.27
C: -1.87 -4.57 -0.47
C: -2.77 -3.61 1.67
C: -2.05 -4.70 2.42
C: -3.50 -2.64 2.37
C: -3.41 -2.63 3.88
C: -4.31 -1.73 1.68
C: -5.22 -0.77 2.40
H: -5.24 0.19 0.04
H: -6.24 -1.13 -0.53
H: -4.87 -0.61 -1.48
H: -3.25 -1.96 -2.46
H: -4.78 -2.77 -2.21
H: -3.32 -3.71 -2.33
H: -2.36 -5.53 -0.66
H: -0.97 -4.78 0.11
H: -1.54 -4.17 -1.43
H: -1.03 -4.42 2.67
H: -2.01 -5.62 1.84
H: -2.57 -4.94 3.35
H: -3.66 -1.65 4.30
H: -2.41 -2.88 4.22
H: -4.10 -3.35 4.33
H: -4.88 0.26 2.33
H: -5.34 -1.02 3.45
H: -6.22 -0.80 1.97
C: -1.95 1.00 4.09
O: -0.97 1.07 3.06
C: 0.15 1.81 3.29
C: 0.47 2.37 4.51
C: 1.66 3.10 4.65
Br: 2.09 3.84 6.32
C: 2.50 3.27 3.58
C: 2.18 2.72 2.33
C: 1.01 1.98 2.19
O: 0.62 1.42 1.02
C: 3.04 2.94 1.17
N: 2.95 2.28 0.02
C: 3.94 2.81 -0.80
C: 4.31 2.48 -2.10
C: 5.35 3.18 -2.67
C: 6.03 4.19 -1.97
C: 5.68 4.52 -0.67
C: 4.63 3.81 -0.11
N: 4.04 3.86 1.14
H: -1.56 0.46 4.96
H: -2.79 0.47 3.67
H: -2.27 2.00 4.39
H: -0.17 2.24 5.37
H: 3.42 3.82 3.73
H: 1.41 1.46 0.41
H: 3.81 1.69 -2.65
H: 5.66 2.95 -3.68
H: 6.84 4.72 -2.45
H: 6.21 5.29 -0.13
H: 4.27 4.50 1.88
C: 1.67 -0.52 -4.28
N: 1.00 -0.90 -3.03
C: -0.29 -1.53 -3.34
N: -1.15 -0.69 -4.17
C: -0.43 -0.31 -5.39
N: 0.85 0.35 -5.13
C: 0.66 1.68 -4.53
P: -0.20 1.41 -2.97
C: 0.85 0.22 -2.10
C: -1.68 0.46 -3.44
H: 1.88 -1.43 -4.83
H: 2.61 -0.02 -4.05
H: -0.81 -1.78 -2.41
H: -0.09 -2.45 -3.88
H: -1.06 0.34 -6.00
H: -0.23 -1.22 -5.96
H: 0.07 2.32 -5.19
H: 1.62 2.16 -4.35
H: 0.42 -0.10 -1.16
H: 1.82 0.68 -1.88
H: -2.34 1.06 -4.07
H: -2.22 0.15 -2.55
C: 5.08 -3.30 0.54
N: 3.73 -2.83 0.74
C: 2.65 -3.57 1.36
C: 1.53 -2.53 1.33
O: 0.42 -2.71 1.81
N: 1.97 -1.40 0.72
C: 3.25 -1.62 0.42
N: 4.00 -0.68 -0.17
H: 5.19 -4.25 1.06
H: 5.81 -2.61 0.97
H: 5.30 -3.46 -0.52
H: 2.88 -3.86 2.38
H: 2.37 -4.46 0.79
H: 3.66 0.27 -0.10
H: 5.00 -0.80 -0.24
O: -0.38 2.86 -2.26
C: -1.17 2.94 -1.15
C: -1.25 4.23 -0.40
C: -2.27 3.85 0.67
C: -2.52 2.36 0.44
O: -3.17 1.61 1.11
N: -1.82 1.94 -0.74
H: -1.55 5.05 -1.05
H: -0.26 4.47 0.01
H: -3.22 4.38 0.56
H: -1.92 4.01 1.69

Charge   +2
HOMO-LUMO gap   8.1 eV
E   -5511.97371 hartree
Max |F|   0.005 hartree/bohr
Lowest unoccupied orbital energy   -4.517 eV
HOMO level   -12.6 eV
Relative energy (zero: lowest compared OMol25 entry of this formula, charge and spin)   0.0 kJ/mol


Entry 2:
A molecular structure, C40H53BClF3LaN9O4. Source: the OMol25 dataset; level of theory: ωB97M-V/def2-TZVPD.

Cartesian coordinates (Å):
La: 0.11 0.56 0.65
C: 3.68 -2.63 0.22
C: 2.73 -3.76 0.58
C: 1.94 -4.23 -0.64
C: 1.83 -3.46 1.75
C: 1.48 -4.42 2.72
C: 0.63 -3.77 3.57
N: 0.49 -2.50 3.13
N: 1.23 -2.29 2.01
B: -0.33 -1.46 3.95
N: -1.74 -1.19 3.38
C: -2.86 -1.63 3.98
C: -3.94 -1.29 3.20
C: -3.38 -0.61 2.11
N: -2.05 -0.57 2.23
C: -4.11 -0.03 0.93
C: -4.62 1.39 1.17
C: -5.29 -0.92 0.52
N: 0.46 -0.19 4.29
C: 0.86 0.07 5.55
C: 1.46 1.30 5.58
C: 1.39 1.76 4.25
N: 0.79 0.85 3.48
C: 1.88 3.13 3.86
C: 0.93 4.21 4.39
C: 2.16 3.37 2.38
H: 4.31 -2.92 -0.62
H: 4.33 -2.38 1.07
H: 3.14 -1.73 -0.04
H: 3.33 -4.62 0.92
H: 1.34 -3.41 -1.04
H: 1.29 -5.06 -0.39
H: 2.62 -4.55 -1.43
H: 1.82 -5.45 2.77
H: 0.12 -4.10 4.46
H: -0.53 -2.00 5.01
H: -2.80 -2.17 4.91
H: -4.98 -1.50 3.39
H: -3.42 -0.01 0.09
H: -5.31 1.42 2.02
H: -5.16 1.73 0.28
H: -3.81 2.09 1.37
H: -6.09 -0.88 1.26
H: -5.00 -1.96 0.39
H: -5.69 -0.56 -0.44
H: 0.67 -0.64 6.34
H: 1.89 1.82 6.42
H: 2.83 3.25 4.40
H: -0.01 4.19 3.84
H: 1.37 5.20 4.26
H: 0.70 4.06 5.45
H: 1.24 3.28 1.79
H: 2.89 2.67 1.98
H: 2.53 4.39 2.24
Cl: 2.88 0.80 0.55
F: 6.82 -1.14 -5.97
C: 6.17 -2.25 -5.55
F: 7.09 -2.96 -4.85
F: 5.90 -2.98 -6.65
C: 4.95 -1.93 -4.74
C: 5.01 -0.93 -3.78
C: 3.90 -0.65 -3.00
C: 2.71 -1.36 -3.18
C: 2.67 -2.37 -4.14
C: 3.78 -2.66 -4.91
C: 1.58 -1.03 -2.37
C: 0.70 -0.79 -1.55
H: 5.93 -0.37 -3.63
H: 3.93 0.12 -2.23
H: 1.76 -2.95 -4.26
H: 3.74 -3.44 -5.66
C: 1.69 3.26 -3.45
O: 1.05 2.25 -2.71
C: 0.63 2.58 -1.27
O: 0.85 3.72 -0.97
H: 2.69 2.91 -3.75
H: 1.80 4.17 -2.86
H: 1.12 3.49 -4.36
N: -2.41 -3.16 0.20
N: -1.19 -2.44 0.02
H: -2.88 -3.25 -0.70
H: -3.01 -2.57 0.78
H: -1.14 -1.96 -0.87
H: -0.41 -3.08 0.08
C: -2.98 4.57 2.92
C: -2.39 4.78 1.68
C: -1.60 3.78 1.11
C: -1.35 2.54 1.71
C: -1.95 2.40 2.98
C: -2.75 3.37 3.57
H: -3.61 5.34 3.37
H: -2.55 5.72 1.16
H: -1.15 4.01 0.15
H: -1.81 1.48 3.54
H: -3.20 3.18 4.54
O: -4.33 0.68 -2.63
C: -3.12 0.45 -2.57
O: -2.49 -0.34 -1.82
C: -2.21 1.25 -3.57
N: -0.86 0.61 -3.55
C: -0.65 -0.11 -4.82
C: -2.04 -0.21 -5.43
C: -2.68 1.12 -5.01
H: -2.14 2.27 -3.21
H: -0.92 -0.05 -2.74
H: -0.07 1.27 -3.31
H: -0.16 -1.06 -4.61
H: 0.01 0.49 -5.45
H: -2.59 -1.04 -4.99
H: -2.00 -0.36 -6.51
H: -3.77 1.12 -5.05
H: -2.30 1.93 -5.63

Charge   -2
HOMO-LUMO gap   6.7 eV
E   -3166.23217 hartree
Max |F|   0.022 hartree/bohr
Lowest unoccupied orbital energy   4.008 eV
HOMO level   -2.7 eV


Entry 3:
11 unconnected molecules or ions with the total composition C40H53Cl4F27O18. Source: the OMol25 dataset; level of theory: ωB97M-V/def2-TZVPD.

Cartesian coordinates (Å):
C: -1.01 6.03 1.38
C: -0.88 4.48 1.18
O: -2.10 3.65 0.88
C: -2.73 3.49 -0.25
O: -2.46 4.06 -1.29
C: -3.88 2.44 -0.31
F: -3.76 1.70 -1.45
F: -3.87 1.52 0.70
F: -5.05 3.07 -0.38
H: -0.05 6.55 1.35
H: -1.40 6.29 2.36
H: -1.60 6.50 0.60
H: -0.40 4.04 2.05
H: -0.07 4.39 0.45
C: -0.99 -2.71 0.60
C: 0.29 -2.08 1.22
O: 0.29 -0.64 0.97
C: 0.90 -0.28 -0.21
O: 1.19 -1.05 -1.13
C: 0.92 1.24 -0.34
F: 2.11 1.68 0.11
F: 0.77 1.66 -1.68
F: -0.03 1.84 0.46
H: -1.89 -2.18 0.89
H: -1.15 -3.70 1.03
H: -0.97 -2.67 -0.49
H: 1.17 -2.60 0.84
H: 0.34 -2.06 2.31
C: 4.74 -0.95 1.66
C: 5.18 0.47 1.86
O: 5.63 0.53 3.20
C: 6.29 1.63 3.59
O: 6.44 2.63 2.85
C: 6.93 1.51 5.00
F: 6.77 2.58 5.67
F: 6.32 0.41 5.64
F: 8.21 1.33 4.75
H: 3.97 -1.14 0.92
H: 4.45 -1.52 2.54
H: 5.62 -1.55 1.42
H: 4.43 1.26 1.78
H: 6.05 0.68 1.24
C: 0.95 7.09 -1.24
C: 1.07 6.98 -2.77
O: 0.22 6.10 -3.39
C: 0.47 4.77 -3.38
O: 1.39 4.27 -2.76
C: -0.50 3.85 -4.27
F: -1.08 2.93 -3.42
F: -1.43 4.53 -4.87
F: 0.26 3.23 -5.14
H: 1.23 6.14 -0.79
H: -0.01 7.46 -0.89
H: 1.65 7.90 -1.00
H: 2.09 6.76 -3.05
H: 0.71 7.88 -3.28
C: -2.41 -7.90 3.44
C: -1.69 -6.52 3.58
O: -2.12 -5.80 4.74
C: -1.26 -5.10 5.46
O: -0.18 -4.61 5.01
C: -1.77 -4.88 6.91
F: -3.05 -4.97 6.95
F: -1.38 -5.79 7.77
F: -1.34 -3.68 7.34
H: -3.49 -7.89 3.59
H: -1.89 -8.71 3.96
H: -2.43 -8.15 2.38
H: -1.95 -5.86 2.74
H: -0.62 -6.70 3.56
C: 6.09 4.30 -0.46
C: 4.90 4.36 0.50
O: 4.63 5.77 0.75
C: 3.68 6.23 1.64
O: 2.57 5.66 1.84
C: 3.89 7.67 2.13
F: 4.83 8.18 1.28
F: 2.77 8.35 2.13
F: 4.45 7.75 3.38
H: 6.44 3.27 -0.51
H: 6.97 4.87 -0.16
H: 5.81 4.58 -1.48
H: 5.01 3.86 1.46
H: 4.12 3.74 0.07
C: -5.70 -1.68 0.37
C: -5.90 -1.13 -1.02
O: -6.77 -0.03 -0.92
C: -8.08 -0.18 -1.21
O: -8.66 -1.29 -1.40
C: -8.93 1.11 -1.14
F: -9.68 0.93 0.01
F: -8.21 2.30 -1.12
F: -9.81 1.19 -2.18
H: -4.82 -2.31 0.50
H: -6.59 -2.25 0.60
H: -5.45 -0.94 1.13
H: -6.26 -2.00 -1.56
H: -4.93 -0.91 -1.47
C: 1.47 -5.69 1.02
C: 1.38 -5.39 -0.48
O: 0.88 -6.41 -1.30
C: 1.67 -7.53 -1.57
O: 2.84 -7.70 -1.17
C: 1.08 -8.54 -2.57
F: 0.98 -7.82 -3.72
F: 1.92 -9.60 -2.76
F: -0.14 -8.92 -2.18
H: 2.21 -6.50 1.01
H: 0.60 -6.10 1.52
H: 1.89 -4.89 1.63
H: 2.30 -4.99 -0.90
H: 0.75 -4.51 -0.62
C: 2.35 1.33 -4.44
C: 3.06 0.55 -5.60
O: 2.37 0.93 -6.84
C: 2.65 2.09 -7.53
O: 3.38 2.98 -7.15
C: 1.65 2.38 -8.66
F: 2.23 2.31 -9.88
F: 0.53 1.61 -8.65
F: 1.20 3.59 -8.51
H: 1.34 0.95 -4.26
H: 2.35 2.42 -4.37
H: 2.95 1.04 -3.58
H: 2.94 -0.52 -5.45
H: 4.10 0.85 -5.72
Cl: -5.40 -3.70 -3.62
C: -4.65 -5.02 -2.62
C: -3.92 -4.29 -1.51
Cl: -3.37 -5.53 -0.31
H: -4.00 -5.59 -3.29
H: -5.43 -5.70 -2.30
H: -4.61 -3.55 -1.11
H: -3.11 -3.85 -2.08
Cl: -2.85 -1.25 6.53
C: -1.99 -1.00 4.93
C: -3.06 -0.80 3.76
Cl: -3.70 -2.41 3.37
H: -1.36 -1.88 4.79
H: -1.37 -0.14 5.17
H: -2.84 -0.38 2.78
H: -3.85 -0.08 3.99

HOMO-LUMO gap   10.9 eV
E   -7447.39593 hartree
Max |F|   0.104 hartree/bohr
Lowest unoccupied orbital energy   -0.075 eV
SMILES string   CCOC(=O)C(F)(F)F.CCOC(=O)C(F)(F)F.CCOC(=O)C(F)(F)F.CCOC(=O)C(F)(F)F.CCOC(=O)C(F)(F)F.CCOC(=O)C(F)(F)F.CCOC(=O)C(F)(F)F.CCOC(=O)C(F)(F)F.CCOC(=O)C(F)(F)F.ClCCCl.ClCCCl
HOMO level   -11.0 eV
Relative energy (zero: lowest compared OMol25 entry of this formula, charge and spin)   581.0 kJ/mol


Entry 4:
4 unconnected molecules or ions with the total composition C40H53ClNO15. Source: the OMol25 dataset; level of theory: ωB97M-V/def2-TZVPD.

Cartesian coordinates (Å):
C: -3.84 4.42 1.70
O: -4.78 4.09 2.70
C: -4.91 2.70 2.95
C: -3.60 1.94 3.06
C: -3.80 0.63 3.80
C: -2.52 -0.21 3.97
C: -1.26 0.56 4.33
C: -0.03 -0.34 4.09
C: 0.34 -0.35 2.59
C: 1.72 0.23 2.26
C: 1.75 1.63 1.65
C: 0.70 2.00 0.61
C: 0.71 1.30 -0.79
C: 0.82 2.43 -1.87
C: -0.39 3.31 -2.14
O: -0.74 3.61 -3.29
Cl: -1.33 4.00 -0.78
C: -0.61 0.53 -0.96
C: -0.77 -0.31 -2.22
C: -1.90 -1.32 -1.93
C: -1.23 0.47 -3.47
N: 0.48 -1.04 -2.60
O: 0.27 -2.21 -3.10
C: 1.56 -1.06 -1.59
C: 1.29 -2.07 -0.47
C: 2.85 -1.55 -2.30
C: 1.90 0.36 -1.09
H: -2.82 4.45 2.08
H: -3.88 3.73 0.86
H: -4.09 5.40 1.34
H: -5.58 2.25 2.22
H: -5.40 2.63 3.92
H: -2.91 2.57 3.60
H: -3.25 1.71 2.05
H: -4.27 0.79 4.76
H: -4.49 0.03 3.20
H: -2.35 -0.74 3.04
H: -2.70 -0.95 4.75
H: -1.13 1.45 3.74
H: -1.29 0.83 5.39
H: -0.31 -1.34 4.38
H: 0.81 -0.01 4.69
H: -0.47 0.11 2.03
H: 0.35 -1.39 2.29
H: 2.28 -0.50 1.68
H: 2.26 0.29 3.20
H: 1.67 2.34 2.47
H: 2.74 1.79 1.22
H: -0.29 1.88 1.04
H: 0.79 3.06 0.45
H: 1.67 3.04 -1.61
H: 1.02 1.95 -2.82
H: -1.46 1.18 -0.83
H: -0.65 -0.16 -0.12
H: -1.61 -2.04 -1.18
H: -2.74 -0.73 -1.57
H: -2.23 -1.80 -2.83
H: -1.71 -0.24 -4.12
H: -0.37 0.86 -4.00
H: -1.95 1.24 -3.24
H: 0.29 -2.02 -0.05
H: 1.39 -3.06 -0.89
H: 2.05 -1.98 0.29
H: 3.70 -0.94 -2.01
H: 3.10 -2.57 -2.06
H: 2.73 -1.46 -3.37
H: 2.59 0.21 -0.27
H: 2.47 0.80 -1.89
C: -2.64 -0.08 8.27
C: -2.10 0.39 9.40
C: -2.92 1.09 10.44
O: -2.36 1.47 11.45
C: -4.34 1.28 10.19
C: -4.88 0.81 9.06
C: -4.06 0.09 8.03
O: -4.63 -0.32 7.03
O: -6.16 0.95 8.75
O: -0.81 0.27 9.70
H: -2.05 -0.60 7.52
H: -4.92 1.81 10.94
H: -6.28 0.52 7.88
H: -0.69 0.69 10.57
C: -0.09 -0.38 -9.11
C: -1.07 -0.64 -9.99
C: -2.33 -1.35 -9.59
O: -3.17 -1.53 -10.45
C: -2.48 -1.78 -8.21
C: -1.50 -1.51 -7.33
C: -0.25 -0.78 -7.72
O: 0.58 -0.57 -6.86
O: -1.56 -1.87 -6.05
O: -1.00 -0.30 -11.27
H: 0.82 0.14 -9.39
H: -3.38 -2.30 -7.93
H: -0.73 -1.56 -5.65
H: -1.83 -0.61 -11.67
C: 9.19 -2.91 -2.61
C: 8.18 -2.41 -1.89
C: 6.78 -2.31 -2.45
O: 5.92 -1.86 -1.72
C: 6.55 -2.76 -3.81
C: 7.56 -3.26 -4.53
C: 8.95 -3.38 -3.97
O: 9.81 -3.85 -4.68
O: 7.42 -3.68 -5.77
O: 8.32 -1.96 -0.65
H: 10.20 -2.98 -2.22
H: 5.54 -2.67 -4.20
H: 8.31 -3.99 -6.05
H: 7.44 -1.66 -0.37

HOMO-LUMO gap (alpha / beta)   7.0 / 7.9 eV
E   -3199.42396 hartree
Max |F|   0.075 hartree/bohr
2S+1   2
Lowest unoccupied orbital energy (alpha / beta)   -1.625 / -1.625 eV
HOMO level (alpha / beta)   -8.6 / -9.6 eV